Entry from the Open Molecules 2025 dataset: C2H3N3 as an isolated structure (ωB97M-V with the def2-TZVPD basis set).

Results
Strongest force on any atom (eV/A): 0.39
Net charge: 0
Lowest unoccupied orbital energy (eV): 0.45
E_tot (Eh): -242.17488
2S+1: 1

Last column: Mulliken charge in e.
Geometry (Å):
1 N 0.213 0.910 0.102  -0.454
2 C 1.134 -0.050 -0.074  -0.002
3 N 0.628 -1.290 -0.134  -0.307
4 N -0.688 -1.196 -0.048  -0.263
5 C -0.975 0.113 0.079  -0.128
6 H -0.617 0.810 -0.902  0.326
7 H 2.189 0.160 -0.173  0.393
8 H -1.930 0.503 0.411  0.436

***

Entry from the Open Molecules 2025 dataset: a 6-piece molecular cluster, H13O6 overall in a non-equilibrium geometry (ωB97M-V with the def2-TZVPD basis set).

Results
Strongest force on any atom (eV/A): 5.25
Net charge: +1
Lowest unoccupied orbital energy (eV): -3.15
E_tot (Eh): -458.96107
2S+1: 1

Last column: Mulliken charge in e.
Geometry (Å):
1 O 0.891 0.700 -2.141  -0.606
2 H 0.673 0.690 -3.063  0.290
3 H 1.218 1.514 -1.891  0.296
4 O -1.073 3.160 1.311  -0.625
5 H -0.958 2.826 2.246  0.325
6 H -0.858 4.080 1.258  0.311
7 O 2.583 -1.019 1.492  -0.602
8 H 2.611 -0.505 2.330  0.314
9 H 3.351 -1.525 1.417  0.278
10 O -1.623 -2.246 -0.529  -0.670
11 H -2.378 -1.512 -0.479  0.395
12 H -1.815 -3.025 0.086  0.376
13 O -1.478 0.467 -0.016  -0.652
14 H -0.926 1.280 0.077  0.283
15 H -2.051 0.736 -0.741  0.338
16 O 0.725 -1.264 -0.217  -0.486
17 H -0.305 -1.580 -0.363  0.541
18 H 0.437 -0.393 -0.751  0.436
19 H 0.791 -0.959 0.667  0.458

***

Entry from the Open Molecules 2025 dataset: a 2-piece molecular cluster, C4H4F3N overall in a non-equilibrium geometry (ωB97M-V with the def2-TZVPD basis set).

Results
Strongest force on any atom (eV/A): 3.06
Net charge: 0
Lowest unoccupied orbital energy (spin up / spin down) (eV): -0.64 / -0.69
E_tot (Eh): -508.96026
2S+1: 1

Last column: Mulliken charge in e.
Geometry (Å):
1 C 0.487 0.420 0.471  0.005
2 C 0.549 -0.185 -0.683  0.484
3 C -1.650 0.160 1.874  0.375
4 C 1.606 -0.213 -1.759  -1.020
5 N -2.716 0.379 1.354  -0.387
6 F 1.397 1.305 0.966  -0.212
7 F -0.506 -1.001 -0.878  -0.254
8 F -1.308 -0.186 3.047  -0.170
9 H 1.801 0.611 -2.487  0.270
10 H 2.496 -0.467 -1.287  0.321
11 H 1.508 -1.156 -2.363  0.313
12 H -3.666 0.331 1.744  0.275

***

Entry from the Open Molecules 2025 dataset: C51H45BF4O3S5Se2Tl as an isolated structure (ωB97M-V with the def2-TZVPD basis set).

Results
Strongest force on any atom (eV/A): 0.77
Net charge: +1
Lowest unoccupied orbital energy (eV): -2.81
E_tot (Eh): -9586.73706
2S+1: 1

Last column: Mulliken charge in e.
Geometry (Å):
1 Tl -0.744 -0.227 0.533  1.099
2 C 0.270 -0.707 4.263  -0.904
3 Se 0.991 0.938 3.526  0.255
4 C -0.666 1.995 3.651  0.226
5 C -0.465 3.465 3.358  -1.014
6 Se -0.361 4.000 1.476  0.416
7 C 1.192 3.088 0.833  -0.432
8 H -0.597 -1.025 3.687  0.211
9 H 0.013 -0.565 5.309  0.380
10 H 1.052 -1.456 4.172  0.350
11 H -1.018 1.904 4.678  0.617
12 H -1.413 1.560 2.990  -0.692
13 H 0.450 3.866 3.803  0.636
14 H -1.313 4.045 3.726  0.474
15 H 2.064 3.586 1.259  0.594
16 H 1.185 3.205 -0.251  0.502
17 H 1.182 2.034 1.103  -0.526
18 C 7.197 4.523 -0.357  -1.550
19 C 6.131 3.488 -0.594  0.933
20 C 5.775 3.123 -1.893  -0.765
21 C 4.807 2.160 -2.122  -0.405
22 C 4.194 1.542 -1.040  -0.283
23 C 4.522 1.891 0.256  -0.246
24 C 5.491 2.862 0.473  -0.939
25 S 2.933 0.313 -1.369  0.883
26 O 2.185 0.118 -0.083  -0.254
27 C 3.998 -1.111 -1.643  0.942
28 C 5.336 -1.214 -1.211  -0.877
29 C 6.088 -2.274 -1.623  -1.322
30 C 5.561 -3.253 -2.500  0.881
31 C 6.357 -4.309 -3.006  -1.095
32 C 5.828 -5.230 -3.864  -0.666
33 C 4.473 -5.153 -4.251  -0.907
34 C 3.674 -4.154 -3.774  -0.727
35 C 4.201 -3.174 -2.897  0.757
36 C 3.418 -2.085 -2.425  -0.219
37 C 1.957 -2.004 -2.732  -0.208
38 C 1.508 -1.471 -3.977  0.944
39 C 2.417 -0.980 -4.947  -1.187
40 C 1.961 -0.449 -6.120  -1.021
41 C 0.575 -0.365 -6.376  -0.744
42 C -0.322 -0.826 -5.456  -1.079
43 C 0.117 -1.400 -4.239  0.640
44 C -0.794 -1.901 -3.278  -0.719
45 C -0.354 -2.392 -2.086  -0.605
46 C 1.028 -2.419 -1.804  0.811
47 S 1.515 -2.971 -0.144  0.464
48 O 0.349 -2.577 0.718  -0.521
49 C 1.257 -4.719 -0.458  0.415
50 C 0.003 -5.274 -0.268  -0.567
51 C -0.164 -6.636 -0.470  -0.945
52 C 0.905 -7.447 -0.847  1.005
53 C 0.725 -8.931 -1.006  -1.524
54 C 2.157 -6.861 -1.028  -0.963
55 C 2.341 -5.504 -0.826  -0.201
56 H 7.115 5.341 -1.073  0.392
57 H 8.187 4.079 -0.478  0.294
58 H 7.133 4.930 0.651  0.372
59 H 6.265 3.602 -2.733  0.400
60 H 4.531 1.884 -3.135  0.556
61 H 4.019 1.403 1.083  0.639
62 H 5.762 3.129 1.488  0.393
63 H 5.760 -0.458 -0.564  0.549
64 H 7.115 -2.374 -1.291  0.425
65 H 7.399 -4.367 -2.715  0.456
66 H 6.447 -6.028 -4.253  0.433
67 H 4.068 -5.893 -4.930  0.471
68 H 2.633 -4.092 -4.067  0.566
69 H 3.480 -1.031 -4.744  0.571
70 H 2.661 -0.089 -6.863  0.471
71 H 0.229 0.064 -7.307  0.418
72 H -1.387 -0.759 -5.645  0.483
73 H -1.854 -1.911 -3.503  0.506
74 H -1.057 -2.797 -1.364  0.444
75 H -0.829 -4.654 0.051  0.474
76 H -1.144 -7.073 -0.324  0.400
77 H -0.325 -9.189 -1.138  0.365
78 H 1.087 -9.450 -0.117  0.306
79 H 1.288 -9.310 -1.860  0.377
80 H 3.002 -7.476 -1.319  0.408
81 H 3.323 -5.061 -0.950  0.628
82 F -4.839 -1.687 -0.071  -0.341
83 B -3.485 -1.912 0.053  0.258
84 F -3.013 -1.394 1.316  -0.481
85 F -3.116 -3.238 -0.079  -0.333
86 F -2.767 -1.131 -0.931  -0.180
87 O -1.505 2.911 0.730  0.032
88 C -2.953 3.292 0.455  2.831
89 C -3.749 2.923 1.686  -0.184
90 C -3.833 1.650 2.180  -0.571
91 C -4.597 1.563 3.369  -1.063
92 C -5.098 2.768 3.751  -0.457
93 S -4.647 4.019 2.678  -0.078
94 C -3.040 4.734 -0.008  -0.331
95 C -3.127 5.172 -1.298  -0.805
96 C -3.091 6.587 -1.421  -0.686
97 C -2.973 7.214 -0.224  -0.666
98 S -2.931 6.098 1.071  0.085
99 C -3.326 2.359 -0.670  -1.677
100 C -4.563 1.843 -0.899  -0.219
101 C -4.646 1.125 -2.121  -1.093
102 C -3.467 1.094 -2.783  -0.273
103 S -2.228 1.930 -1.944  0.188
104 H -3.410 0.783 1.682  0.793
105 H -4.776 0.639 3.903  0.476
106 H -5.723 2.998 4.599  0.499
107 H -3.230 4.515 -2.149  0.550
108 H -3.153 7.104 -2.368  0.438
109 H -2.938 8.271 -0.012  0.490
110 H -5.396 1.966 -0.220  0.621
111 H -5.544 0.633 -2.464  0.430
112 H -3.243 0.601 -3.716  0.616

***

Entry from the Open Molecules 2025 dataset: one molecule with the formula C4H8ClN in a non-equilibrium geometry (ωB97M-V with the def2-TZVPD basis set).

Results
Strongest force on any atom (eV/A): 3.77
Net charge: 0
Lowest unoccupied orbital energy (eV): 0.95
E_tot (Eh): -672.12372
Structure (SMILES): [H]/N=C(\Cl)C(C)C
2S+1: 1

Last column: Mulliken charge in e.
Geometry (Å):
1 H 2.641 1.217 -0.062  0.287
2 N 1.788 0.651 0.290  -0.546
3 C 0.665 1.080 -0.013  0.357
4 Cl 0.437 2.678 -0.763  -0.212
5 C -0.599 0.148 0.006  0.214
6 C -0.480 -0.565 1.342  -1.419
7 C -0.481 -0.781 -1.118  -1.304
8 H -1.405 0.735 -0.158  0.492
9 H 0.543 -0.871 1.255  0.369
10 H -0.545 0.238 2.066  0.347
11 H -1.108 -1.383 1.476  0.429
12 H -1.541 -1.029 -1.479  0.293
13 H 0.067 -1.658 -0.832  0.335
14 H 0.019 -0.458 -2.008  0.358

***

Q: Among the records above, which one has the highest strongest force on any atom?
A: H13O6

***

Q: What is the formula in the second record?
A: H13O6